# 1
DFT (wB97M-V/def2-TZVPD) results for a single C5H8O molecule.

Results
SMILES string: C#CC(C)(C)O
F_max in eV/A: 0.506
ΔE to the lowest compared entry with this formula, charge and spin in kcal/mol: 48.2
HOMO level in eV: -10.179

```
14
C5H8O (wB97M-V/def2-TZVPD)
C 0.526 -1.331 0.429
C -0.044 0.097 0.249
C 1.075 1.121 0.070
O -0.735 0.497 1.434
C -0.986 0.152 -0.892
C -1.806 0.183 -1.774
H -0.038 -2.085 -0.126
H 1.576 -1.396 0.123
H 0.474 -1.566 1.496
H 0.657 2.129 0.020
H 1.641 0.921 -0.844
H 1.748 1.062 0.931
H -1.574 0.016 1.457
H -2.513 0.200 -2.573
```

Calculated atomic charges, method natural (NBO), unit e:
1. C -0.625
2. C 0.162
3. C -0.599
4. O -0.703
5. C -0.026
6. C -0.245
7. H 0.221
8. H 0.216
9. H 0.229
10. H 0.225
11. H 0.215
12. H 0.218
13. H 0.472
14. H 0.240



# 2
DFT (wB97M-V/def2-TZVPD) results for a single C6H9NO molecule at a distorted geometry.

Results
SMILES string: C1[C@H]2CN2C[C@H]2O[C@H]12
F_max in eV/A: 5.196
ΔE to the lowest compared entry with this formula, charge and spin in kcal/mol: 191.0
HOMO level in eV: -8.394

```
17
C6H9NO (wB97M-V/def2-TZVPD)
C -0.221 -1.546 0.078
C 0.872 -0.455 0.405
C 2.029 0.192 -0.356
C -0.599 1.745 -0.021
C -1.389 0.463 0.318
C -1.265 -0.656 -0.568
H 0.120 -2.451 -0.464
H -0.590 -1.846 1.204
H 1.110 -0.582 1.519
H 2.270 -0.530 -1.425
H 3.185 0.675 -0.029
H -0.745 2.118 -0.972
H -0.587 2.241 0.944
H -1.153 0.407 1.399
H -1.104 -0.566 -1.599
N 0.656 0.797 -0.209
O -2.588 -0.007 -0.224
```

Calculated atomic charges, method natural (NBO), unit e:
1. C -0.441
2. C -0.082
3. C -0.192
4. C -0.192
5. C 0.063
6. C 0.038
7. H 0.224
8. H 0.218
9. H 0.156
10. H 0.164
11. H 0.215
12. H 0.224
13. H 0.204
14. H 0.170
15. H 0.189
16. N -0.504
17. O -0.455



# 3
DFT (wB97M-V/def2-TZVPD) results for a gas-phase ion, C7H6NO (charge +1) at a distorted geometry.

Results
SMILES string: O=C=C1C=CCCC#[N+]1
F_max in eV/A: 3.982
ΔE to the lowest compared entry with this formula, charge and spin in kcal/mol: 45.7
HOMO level in eV: -13.098
Charge: +1

```
15
C7H6NO (wB97M-V/def2-TZVPD)
C 1.756 -0.201 -0.027
C 0.938 1.054 0.056
C -0.359 1.159 -0.005
C 3.195 0.044 0.040
C -0.200 -1.654 0.245
C -1.541 0.178 0.088
C -1.607 -1.377 -0.034
N 0.871 -1.234 -0.013
O 4.287 0.377 0.054
H 1.525 2.008 -0.058
H -0.681 2.263 0.055
H -2.027 0.601 0.954
H -2.133 0.399 -0.724
H -1.648 -1.795 -1.102
H -2.374 -1.823 0.471
```

Calculated atomic charges, method natural (NBO), unit e:
1. C -0.213
2. C -0.217
3. C -0.192
4. C 0.846
5. C 0.606
6. C -0.438
7. C -0.467
8. N -0.223
9. O -0.294
10. H 0.250
11. H 0.261
12. H 0.262
13. H 0.253
14. H 0.286
15. H 0.282



# 4
DFT (wB97M-V/def2-TZVPD) results for 3 unconnected molecules or ions with the total composition C4H14O3 at a distorted geometry.

Results
SMILES string: CC[C@H](C)O.O.O
F_max in eV/A: 1.849
ΔE to the lowest compared entry with this formula, charge and spin in kcal/mol: 8.5
HOMO level in eV: -10.284

```
21
C4H14O3 (wB97M-V/def2-TZVPD)
C 1.760 1.554 -0.758
C 0.862 0.299 -0.926
C 1.215 -0.738 0.118
C 0.425 -2.028 -0.116
O 0.832 -0.225 1.427
H 2.814 1.290 -0.719
H 1.516 2.161 0.116
H 1.565 2.221 -1.600
H -0.173 0.605 -0.781
H 0.934 -0.068 -1.943
H 2.288 -0.908 0.223
H 0.210 -2.532 0.829
H -0.547 -1.852 -0.574
H 0.974 -2.755 -0.718
H 1.359 -0.685 2.088
H -0.692 1.346 1.246
H -1.879 2.148 1.509
O -1.643 1.341 1.037
H -3.316 -0.098 -1.589
H -2.601 0.132 -0.245
O -2.758 -0.512 -0.941
```

Calculated atomic charges, method natural (NBO), unit e:
1. C -0.605
2. C -0.429
3. C 0.099
4. C -0.644
5. O -0.763
6. H 0.200
7. H 0.202
8. H 0.206
9. H 0.229
10. H 0.215
11. H 0.160
12. H 0.211
13. H 0.239
14. H 0.206
15. H 0.473
16. H 0.497
17. H 0.470
18. O -0.961
19. H 0.464
20. H 0.497
21. O -0.965